[1]
{"formula": "CH6NS", "method": "the ωB97M-V functional and the def2-TZVPD basis", "s2": 0.75, "charge": -2, "multiplicity": 2, "total_energy_ha": -494.49264, "de_lowest_ev": 0.3925, "homo_lumo_gap_ha": [0.1119, 0.2614], "e_lumo_ha": [0.2552, 0.2551], "symbols": ["S", "H", "C", "N", "H", "H", "H", "H", "H"], "coordinates": [[0.176, 1.051, 2.491], [-0.319, 0.804, 3.651], [-0.090, -0.821, -1.757], [-0.075, -1.166, -3.155], [-0.703, 0.066, -1.439], [0.881, -0.751, -1.187], [-0.535, -1.728, -1.176], [-0.789, -1.869, -3.402], [-0.291, -0.254, -3.667]], "lowdin_charge": [-0.407, -0.597, -0.540, -0.344, 0.033, 0.036, 0.036, -0.131, -0.086]}

[2]
{"formula": "C21H35AsBMnO10P2", "method": "the ωB97M-V functional and the def2-TZVPD basis", "s2": 1.07, "charge": -1, "multiplicity": 2, "total_energy_ha": -5668.22418, "de_lowest_ev": 2.8829, "homo_lumo_gap_ha": [0.2259, 0.2182], "e_lumo_ha": [0.0898, 0.0898], "symbols": ["Mn", "C", "C", "C", "C", "C", "C", "C", "C", "C", "C", "H", "H", "H", "H", "H", "H", "H", "H", "H", "H", "H", "H", "H", "H", "H", "C", "C", "O", "P", "O", "O", "O", "P", "O", "O", "O", "H", "H", "H", "H", "H", "H", "H", "C", "As", "C", "C", "O", "H", "H", "H", "H", "H", "H", "H", "H", "H", "O", "B", "O", "C", "C", "C", "C", "C", "C", "H", "H", "H", "H"], "coordinates": [[-0.398, -0.556, 0.229], [-0.295, -0.128, 2.703], [-0.474, -1.528, 2.559], [0.742, -2.070, 2.073], [1.656, -1.017, 1.886], [1.014, 0.189, 2.257], [1.622, 1.563, 2.299], [3.080, -1.170, 1.431], [1.036, -3.536, 1.948], [-1.647, -2.344, 3.023], [-1.207, 0.821, 3.425], [0.899, 2.313, 1.964], [2.495, 1.623, 1.643], [1.941, 1.840, 3.311], [3.156, -1.295, 0.346], [3.545, -2.041, 1.899], [3.668, -0.291, 1.705], [1.898, -3.722, 1.305], [0.186, -4.078, 1.532], [1.252, -3.968, 2.933], [-1.990, -3.019, 2.235], [-2.481, -1.699, 3.305], [-1.375, -2.956, 3.890], [-1.088, 1.842, 3.054], [-0.977, 0.826, 4.496], [-2.255, 0.545, 3.298], [-0.756, -3.909, -4.129], [-0.998, -2.936, -2.998], [-2.379, -2.548, -2.940], [-0.726, -3.660, -1.346], [0.644, -4.458, -1.263], [-1.734, -4.905, -1.281], [-0.982, -2.687, -0.260], [0.057, -1.411, -3.111], [1.405, -1.935, -2.304], [0.387, -1.091, -4.518], [-0.643, -0.406, -2.236], [-1.374, -4.802, -4.024], [0.295, -4.198, -4.136], [-0.983, -3.413, -5.072], [-2.384, -1.653, -2.552], [1.358, -3.802, -1.396], [-2.625, -4.571, -1.480], [1.614, -1.202, -1.662], [1.553, 3.204, -0.878], [2.290, 1.502, -1.410], [2.276, 1.399, -3.336], [4.183, 1.562, -0.936], [1.631, 0.223, -0.626], [1.973, 4.009, -1.479], [1.774, 3.358, 0.177], [0.475, 3.132, -1.000], [2.660, 2.325, -3.765], [1.262, 1.203, -3.679], [2.898, 0.559, -3.641], [4.704, 2.339, -1.496], [4.612, 0.587, -1.161], [4.276, 1.750, 0.133], [-1.337, 2.381, -0.007], [-1.917, 1.111, 0.374], [-3.193, 1.443, 0.917], [-3.350, 2.787, 0.881], [-4.405, 3.560, 1.316], [-4.298, 4.942, 1.157], [-3.176, 5.515, 0.577], [-2.108, 4.729, 0.139], [-2.214, 3.365, 0.310], [-5.283, 3.113, 1.764], [-5.108, 5.578, 1.490], [-3.123, 6.590, 0.455], [-1.235, 5.175, -0.321]], "lowdin_charge": [0.712, -0.293, -0.281, -0.269, -0.264, -0.276, -0.053, -0.056, -0.050, -0.041, -0.044, 0.062, 0.036, 0.078, 0.056, 0.070, 0.062, 0.065, 0.058, 0.078, 0.065, 0.066, 0.074, 0.072, 0.081, 0.068, -0.071, -0.597, -0.069, 0.497, -0.111, -0.109, -0.279, 0.314, -0.218, -0.312, -0.350, 0.078, 0.086, 0.082, 0.084, 0.075, 0.089, 0.017, -0.180, 1.042, -0.194, -0.198, -0.523, 0.038, 0.027, 0.023, 0.036, 0.025, 0.045, 0.030, 0.037, 0.022, 0.048, -0.336, 0.099, -0.233, -0.006, -0.118, -0.118, -0.011, -0.233, 0.112, 0.090, 0.090, 0.106]}

[3]
{"formula": "C22H22CrNO2S6", "method": "the ωB97M-V functional and the def2-TZVPD basis", "s2": 4.15, "multiplicity": 4, "total_energy_ha": -4490.33442, "homo_lumo_gap_ha": [0.2749, 0.1980], "e_lumo_ha": [-0.0028, -0.0028], "symbols": ["Cr", "C", "C", "C", "C", "C", "C", "H", "H", "H", "H", "H", "H", "O", "C", "O", "C", "C", "C", "C", "C", "C", "S", "H", "H", "H", "H", "C", "S", "C", "C", "S", "S", "C", "S", "S", "H", "H", "H", "C", "C", "C", "C", "C", "N", "H", "H", "H", "H", "H", "H", "H", "H", "H"], "coordinates": [[0.394, 0.119, -0.633], [1.973, 0.284, 1.333], [2.156, -0.991, 0.792], [2.341, -1.143, -0.588], [2.407, -0.014, -1.437], [2.286, 1.281, -0.869], [2.037, 1.413, 0.500], [1.851, 0.411, 2.400], [2.198, -1.858, 1.440], [2.566, -2.123, -0.994], [2.742, -0.128, -2.461], [2.476, 2.156, -1.478], [1.972, 2.401, 0.940], [-2.454, 2.276, -1.518], [-2.038, 2.084, -0.387], [-1.075, 1.281, -0.100], [-2.622, 2.816, 0.797], [-3.543, 3.831, 0.555], [-4.080, 4.574, 1.589], [-3.708, 4.311, 2.899], [-2.798, 3.306, 3.164], [-2.256, 2.568, 2.121], [-0.996, 1.397, 2.566], [-3.801, 4.029, -0.476], [-4.777, 5.372, 1.379], [-4.114, 4.895, 3.711], [-2.494, 3.091, 4.178], [-5.056, -1.209, 2.459], [-4.408, -0.203, 3.834], [-2.919, -1.088, 4.160], [-1.885, -1.208, 3.306], [-1.711, -0.358, 1.752], [-0.520, -2.161, 3.856], [-1.131, -2.485, 5.467], [-0.297, -3.318, 6.590], [-2.738, -1.840, 5.730], [-6.014, -0.774, 2.190], [-5.193, -2.230, 2.803], [-4.374, -1.165, 1.616], [-2.424, -4.025, -2.144], [-2.039, -2.779, -2.956], [-1.201, -3.188, -4.179], [-3.301, -2.017, -3.390], [-1.251, -1.867, -2.147], [-0.626, -1.059, -1.590], [-3.005, -4.700, -2.770], [-3.024, -3.749, -1.280], [-1.538, -4.550, -1.795], [-1.784, -3.838, -4.827], [-0.307, -3.723, -3.864], [-0.898, -2.311, -4.746], [-3.885, -2.627, -4.075], [-3.035, -1.084, -3.879], [-3.910, -1.780, -2.521]], "lowdin_charge": [0.580, -0.160, -0.116, -0.161, -0.207, -0.158, -0.134, 0.097, 0.112, 0.115, 0.108, 0.118, 0.125, 0.057, -0.597, -0.325, -0.132, -0.013, -0.071, -0.078, -0.122, -0.499, 0.733, 0.118, 0.102, 0.104, 0.101, -0.367, 0.829, -0.997, -1.019, 0.643, 0.898, -1.483, 0.557, 0.918, 0.035, 0.042, 0.004, -0.032, -0.580, -0.031, -0.025, -0.036, 0.121, 0.092, 0.088, 0.090, 0.091, 0.090, 0.093, 0.092, 0.097, 0.092]}

[4]
{"formula": "C18H30FeN8O2SSi", "method": "the ωB97M-V functional and the def2-TZVPD basis", "s2": 8.88, "charge": 3, "multiplicity": 6, "total_energy_ha": -3242.82515, "de_lowest_ev": 0.0000, "homo_lumo_gap_ha": [0.2529, 0.1224], "e_lumo_ha": [-0.3629, -0.4917], "symbols": ["Fe", "N", "N", "C", "N", "S", "H", "H", "H", "H", "H", "C", "C", "O", "N", "C", "C", "C", "C", "C", "C", "N", "H", "H", "H", "H", "H", "H", "H", "H", "H", "H", "C", "C", "C", "C", "C", "C", "N", "N", "Si", "C", "C", "C", "H", "H", "H", "H", "H", "H", "H", "H", "H", "H", "H", "H", "H", "H", "H", "O", "N"], "coordinates": [[0.074, -0.182, -0.708], [-1.321, -0.977, 1.179], [-2.404, -1.850, 0.973], [-3.015, -1.931, -0.205], [-4.040, -2.721, -0.395], [-2.414, -0.960, -1.542], [-0.682, -1.418, 1.840], [-1.642, -0.113, 1.615], [-2.811, -2.298, 1.789], [-4.403, -3.341, 0.322], [-4.498, -2.755, -1.298], [0.533, 3.386, 1.774], [-0.177, 2.582, 0.736], [0.000, 1.337, 0.652], [-1.037, 3.199, -0.062], [-1.888, 2.516, -1.028], [-1.213, 2.176, -2.340], [-1.412, 2.979, -3.446], [-0.787, 2.663, -4.646], [0.022, 1.542, -4.702], [0.180, 0.780, -3.561], [-0.416, 1.085, -2.392], [-0.166, 3.639, 2.576], [0.904, 4.323, 1.358], [1.355, 2.814, 2.192], [-1.140, 4.199, 0.037], [-2.741, 3.160, -1.223], [-2.275, 1.607, -0.552], [-2.057, 3.846, -3.372], [-0.936, 3.284, -5.520], [0.522, 1.250, -5.615], [0.808, -0.100, -3.574], [0.702, -4.059, 1.276], [1.728, -2.956, 1.181], [2.822, -2.933, 1.947], [3.856, -1.960, 1.737], [3.709, -0.970, 0.840], [2.514, -0.846, 0.057], [1.595, -1.952, 0.187], [2.171, 0.148, -0.707], [3.253, 1.442, -1.356], [3.920, 0.773, -2.942], [4.629, 1.949, -0.220], [2.246, 2.985, -1.628], [1.093, -4.965, 0.811], [-0.243, -3.837, 0.785], [0.525, -4.291, 2.325], [2.933, -3.703, 2.698], [4.769, -2.021, 2.316], [4.475, -0.227, 0.705], [4.169, -0.288, -2.871], [4.832, 1.320, -3.193], [3.214, 0.909, -3.765], [5.523, 1.333, -0.338], [4.352, 1.979, 0.837], [4.900, 2.969, -0.507], [1.267, 2.834, -2.078], [2.817, 3.630, -2.303], [2.126, 3.539, -0.693], [0.664, -1.599, -1.834], [0.540, -2.180, -0.721]], "lowdin_charge": [0.751, 0.040, 0.003, -0.646, 0.207, 1.058, 0.125, 0.123, 0.191, 0.164, 0.146, 0.045, -0.461, -0.089, 0.132, -0.087, -0.274, 0.024, 0.020, 0.005, -0.106, -0.024, 0.116, 0.106, 0.101, 0.178, 0.146, 0.088, 0.137, 0.139, 0.136, 0.113, -0.010, -0.233, 0.007, 0.019, 0.014, -0.285, 0.024, -0.016, 0.465, -0.141, -0.166, -0.137, 0.112, 0.050, 0.100, 0.142, 0.140, 0.089, 0.048, 0.058, 0.028, 0.052, 0.045, 0.058, 0.002, 0.065, 0.031, -0.141, -0.033]}

[5]
{"formula": "C9H14N2", "method": "the ωB97M-V functional and the def2-TZVPD basis", "total_energy_ha": -460.68785, "de_lowest_ev": 4.4799, "homo_lumo_gap_ha": 0.3090, "e_lumo_ha": 0.0046, "symbols": ["C", "C", "C", "C", "C", "C", "C", "C", "C", "N", "N", "H", "H", "H", "H", "H", "H", "H", "H", "H", "H", "H", "H", "H", "H"], "coordinates": [[-2.194, 1.249, -1.550], [-3.031, -0.698, -1.810], [-1.281, 0.352, -1.101], [1.617, 1.347, -0.994], [0.876, 0.901, -0.023], [1.001, -0.841, 1.729], [2.334, 1.276, 1.908], [-1.229, -2.153, -0.891], [1.014, 0.657, 1.414], [-3.284, 0.570, -2.004], [-1.809, -0.894, -1.255], [-2.148, 2.317, -1.603], [-3.693, -1.505, -2.050], [2.640, 1.675, -0.825], [1.277, 1.432, -2.011], [1.224, -1.002, 2.779], [1.751, -1.358, 1.135], [0.030, -1.271, 1.510], [2.452, 1.084, 2.969], [3.174, 0.828, 1.383], [2.345, 2.348, 1.742], [-1.707, -2.947, -1.464], [-0.159, -2.150, -1.099], [-1.382, -2.357, 0.173], [0.183, 1.139, 1.938]], "lowdin_charge": [-0.191, -0.206, -0.019, 0.008, -0.040, -0.067, -0.073, -0.042, -0.435, 0.038, -0.154, 0.082, 0.115, 0.068, 0.058, 0.078, 0.087, 0.052, 0.079, 0.082, 0.082, 0.089, 0.089, 0.079, 0.142]}

[6]
{"formula": "C18H33MnNO5Si3", "method": "the ωB97M-V functional and the def2-TZVPD basis", "s2": 6.38, "charge": 1, "multiplicity": 5, "total_energy_ha": -3156.02142, "homo_lumo_gap_ha": [0.2519, 0.3309], "e_lumo_ha": [-0.1956, -0.1214], "symbols": ["Mn", "O", "C", "O", "C", "O", "C", "C", "O", "O", "H", "H", "H", "H", "H", "C", "Si", "C", "C", "C", "Si", "C", "C", "C", "Si", "C", "C", "C", "C", "C", "C", "C", "N", "H", "H", "H", "H", "H", "H", "H", "H", "H", "H", "H", "H", "H", "H", "H", "H", "H", "H", "H", "H", "H", "H", "H", "H", "H", "H", "H", "H"], "coordinates": [[7.514, 10.429, 8.538], [4.653, 12.155, 5.891], [5.752, 11.807, 6.569], [5.866, 10.731, 7.118], [6.736, 12.904, 6.752], [7.912, 12.325, 7.360], [8.968, 12.153, 6.415], [9.614, 10.731, 6.514], [10.670, 10.601, 6.016], [8.878, 9.844, 7.124], [4.100, 11.351, 5.788], [6.255, 13.597, 7.470], [6.956, 13.545, 5.899], [9.751, 13.015, 6.481], [8.600, 12.273, 5.405], [5.692, 12.131, 12.733], [5.625, 11.427, 11.015], [4.380, 10.065, 11.170], [5.029, 12.748, 9.804], [7.384, 10.813, 10.551], [8.873, 11.944, 10.952], [10.445, 11.656, 9.951], [9.389, 11.890, 12.759], [8.393, 13.767, 10.664], [7.726, 9.088, 11.261], [9.500, 8.578, 10.914], [7.379, 8.854, 13.119], [6.806, 7.954, 10.072], [6.133, 6.740, 10.197], [5.537, 6.121, 9.036], [5.885, 6.673, 7.778], [6.690, 7.799, 7.723], [7.050, 8.433, 8.795], [4.659, 12.448, 12.972], [6.373, 12.951, 12.862], [5.930, 11.400, 13.526], [3.328, 10.462, 11.098], [4.415, 9.616, 12.131], [4.496, 9.313, 10.441], [4.588, 12.465, 8.831], [5.902, 13.409, 9.625], [4.286, 13.368, 10.276], [11.124, 11.090, 10.571], [10.852, 12.702, 9.791], [10.465, 11.238, 8.939], [9.783, 10.932, 13.076], [8.573, 12.283, 13.353], [10.195, 12.632, 12.909], [8.167, 13.859, 9.601], [9.180, 14.452, 10.937], [7.547, 14.065, 11.240], [10.232, 8.995, 11.585], [9.840, 8.857, 9.939], [9.565, 7.495, 10.899], [7.747, 9.697, 13.655], [8.026, 8.036, 13.446], [6.345, 8.641, 13.415], [6.052, 6.249, 11.167], [4.989, 5.190, 9.126], [5.617, 6.130, 6.868], [7.028, 8.232, 6.788]], "lowdin_charge": [0.922, 0.175, -0.459, 0.067, -0.058, -0.200, -0.079, -0.652, 0.132, -0.120, 0.164, 0.145, 0.159, 0.177, 0.125, -0.160, 0.422, -0.162, -0.148, -0.462, 0.435, -0.149, -0.156, -0.165, 0.507, -0.150, -0.137, -0.261, -0.021, 0.011, -0.015, -0.131, -0.036, 0.059, 0.013, 0.046, 0.074, 0.022, 0.000, 0.035, 0.018, 0.040, 0.030, 0.071, 0.021, 0.027, 0.026, 0.060, 0.018, 0.041, 0.009, 0.034, 0.024, 0.050, 0.005, 0.044, 0.040, 0.116, 0.114, 0.120, 0.121]}